Entry 1:
# C7H26NO5

6 unconnected molecules or ions with the total composition C7H26NO5 at a distorted geometry (ωB97M-V/def2-TZVPD, OMol25).

Results
Lowest unoccupied orbital energy (Eh): -0.096
Kohn-Sham gap (eV): 9.63
Spin multiplicity: 1
Energy above the lowest of the compared OMol25 structures with the same formula, charge and spin (eV): 2.676
Charge: +1
Max |F| (eV Å⁻¹): 7.418

```
39
C7H26NO5 ωB97M-V/def2-TZVPD
C 0.5345 -3.1585 0.4233
C 0.8717 -1.6791 0.6249
C -0.5880 -1.1563 0.7057
C -1.0762 -1.5399 2.0618
C -0.3668 -0.7393 3.2413
C -0.0498 0.7014 3.0417
C -0.8559 1.7510 2.6835
N 1.4917 -0.9981 -0.5373
H -0.2121 -3.3241 -0.3543
H 0.2205 -3.5494 1.3140
H 1.5031 -3.6458 -0.0697
H 1.3294 -1.3454 1.5659
H -0.5079 -0.0345 0.6491
H -1.3195 -1.4972 -0.0849
H -2.2066 -1.3524 2.2116
H -0.9921 -2.6212 2.3469
H -0.9461 -0.7794 4.1836
H 0.5054 -1.2725 3.5420
H 1.0797 0.8219 3.2276
H -0.4615 2.6925 2.3043
H -1.9452 1.7497 2.6131
H 1.3843 -1.3258 -1.4722
H 2.4576 -0.9172 -0.1431
H 1.0327 0.0220 -0.6525
H -0.2052 4.1421 -0.4116
H -1.4210 3.1530 -0.2078
O -0.6172 3.3038 -0.7754
H -2.7666 -0.6201 -3.3431
H -3.3052 0.2878 -2.1159
O -2.5742 -0.1682 -2.5031
H -0.6462 1.8269 -2.8972
H -1.0487 0.5776 -3.6595
O -0.3619 0.9124 -3.0971
H 0.7318 2.0093 -0.0983
H 2.2720 2.2436 -0.3358
O 1.5606 1.6210 -0.0780
H 1.1399 0.1501 -2.9317
H 2.4469 -0.1982 -3.6219
O 2.0705 -0.0794 -2.8577
```

Mulliken population analysis, charges in e, atoms 1 to 2: number 1, C, carries -1.50; number 2, C, carries 0.05


Entry 2:
# C7H26NO5

6 unconnected molecules or ions with the total composition C7H26NO5 at a distorted geometry (ωB97M-V/def2-TZVPD, OMol25).

Results
Lowest unoccupied orbital energy (Eh): -0.106
Kohn-Sham gap (eV): 9.29
Spin multiplicity: 1
Energy above the lowest of the compared OMol25 structures with the same formula, charge and spin (eV): 1.031
Charge: +1
Max |F| (eV Å⁻¹): 3.335

```
39
C7H26NO5 ωB97M-V/def2-TZVPD
C -1.2894 2.2145 0.4875
C -0.2371 1.2455 -0.0945
C -0.2215 1.4103 -1.5884
C 0.7648 0.4766 -2.4132
C 1.8245 1.0379 -2.9941
C 0.6766 -0.9635 -2.2097
C -0.7148 -1.5242 -2.4296
N 1.0281 1.5688 0.6780
H -1.3066 2.0520 1.5642
H -1.2743 3.3060 0.2673
H -2.3097 1.8398 0.2567
H -0.4453 0.2214 0.2670
H -1.2352 1.4423 -2.0986
H 0.2351 2.3994 -1.8264
H 2.5596 0.6034 -3.6162
H 1.8261 2.0957 -3.1461
H 1.4540 -1.6450 -2.6954
H 0.9986 -1.0975 -1.0921
H -1.3831 -0.9406 -1.7364
H -1.0461 -1.6625 -3.4387
H -0.5606 -2.5892 -2.1132
H 0.7604 1.6887 1.7127
H 1.5823 2.3403 0.3181
H 1.7070 0.7931 0.6383
H -2.7252 -1.3639 0.5997
H -3.1984 -1.7738 -0.7893
O -2.6818 -1.0966 -0.3394
H 3.6175 -2.0413 0.2256
H 2.2605 -2.0051 0.9994
O 2.8329 -1.5164 0.3965
H 0.1907 -1.7151 2.0760
H 0.7236 -2.7392 3.1186
O 0.9226 -1.9109 2.6735
H 0.0974 0.9282 3.9149
H 0.9582 -0.0891 3.3170
O 0.4023 0.6544 3.0238
H -3.0530 -0.5804 2.6880
H -1.5834 -0.1232 2.7118
O -2.1575 -0.9409 2.6868
```

Mulliken population analysis, charges in e, atoms 1 to 2: number 1, C, carries -1.56; number 2, C, carries 0.79


Entry 3:
# C7H26O8

8 unconnected molecules or ions with the total composition C7H26O8 at a distorted geometry (ωB97M-V/def2-TZVPD, OMol25).

Results
SMILES: C=C(/C=C/CO)CC.O.O.O.O.O.O.O
Lowest unoccupied orbital energy (Eh): 0.001
Kohn-Sham gap (eV): 9.14
Spin multiplicity: 1
Energy above the lowest of the compared OMol25 structures with the same formula, charge and spin (eV): 3.529
Max |F| (eV Å⁻¹): 3.311

```
41
C7H26O8 ωB97M-V/def2-TZVPD
C -1.4987 -2.8965 -2.2900
C -1.8295 -1.8834 -1.4398
C -1.3047 -0.5547 -1.7937
C -0.1288 -0.1121 -1.4372
C 0.4069 1.1570 -2.0563
O 1.7364 1.6102 -1.8417
C -2.6319 -2.0712 -0.1987
C -3.1056 -0.7123 0.4347
H -1.8622 -3.8944 -2.4267
H -0.9856 -2.5517 -3.2252
H -2.0114 -0.0417 -2.4713
H 0.6861 -0.5089 -0.7647
H -0.1717 2.0545 -1.7311
H 0.1121 1.0267 -3.0961
H 2.2509 0.9034 -1.4388
H -2.0818 -2.5833 0.5732
H -3.5079 -2.6850 -0.3560
H -4.0673 -0.3049 0.0245
H -3.4170 -0.8681 1.4770
H -2.2565 -0.0227 0.3757
O -1.4439 -2.6586 2.8069
H -0.8824 -1.9230 2.5730
H -1.3632 -2.8864 3.7263
O -1.7472 2.8571 -0.2105
H -2.3139 3.3022 -0.8763
H -0.8914 3.2199 -0.4579
O -0.8153 2.4377 2.3628
H -0.7436 2.1103 1.4546
H -1.5257 3.0361 2.1225
O 3.7903 -1.0967 1.2776
H 4.4932 -1.7287 1.3858
H 3.9209 -0.7498 0.4142
O 1.4610 3.2117 1.1732
H 1.9866 2.5901 1.6911
H 0.5832 2.9196 1.4895
O 3.6556 -1.1039 -1.6582
H 4.2856 -0.7320 -2.2928
H 3.6171 -2.0800 -1.9020
O 3.1535 1.6688 3.1669
H 3.8876 1.5717 2.5538
H 2.5600 0.9730 2.8816
```

Mulliken population analysis, charges in e, atoms 1 to 2: number 1, C, carries -1.20; number 2, C, carries 0.51


Entry 4:
# C7H28F2N15O11S2

8 unconnected molecules or ions with the total composition C7H28F2N15O11S2 at a distorted geometry (ωB97M-V/def2-TZVPD, OMol25).

Results
Lowest unoccupied orbital energy (Eh): 0.071
Kohn-Sham gap (eV): 8.93
Spin multiplicity: 1
Energy above the lowest of the compared OMol25 structures with the same formula, charge and spin (eV): 5.820
Charge: -1
Max |F| (eV Å⁻¹): 7.286

```
65
C7H28F2N15O11S2 ωB97M-V/def2-TZVPD
N -0.2995 -0.5618 -0.5862
S -0.2662 0.8961 -0.0757
O 0.2693 1.1092 1.2377
O -1.1569 1.9207 -0.6236
F 1.0927 1.2554 -0.7796
S -1.8216 -1.0446 0.1075
O -2.8136 -0.0677 0.4174
O -1.8583 -2.1638 1.0749
F -2.3990 -1.8330 -1.1642
C 1.6580 -2.6028 3.1682
O 2.1340 -3.6885 2.8157
N 1.7774 -1.4778 2.5345
N 1.0248 -2.4442 4.2610
H 1.2439 -0.6898 2.8728
H 2.0165 -1.4423 1.5539
H 0.9204 -3.2601 4.8470
H 0.8881 -1.4838 4.5424
C -0.1212 0.3820 -3.9851
O -1.1131 0.9930 -3.6207
N 0.6038 -0.4344 -3.2935
N 0.3764 0.5797 -5.1607
H 1.5738 -0.5679 -3.5412
H 0.2215 -0.4572 -2.3590
H 1.0056 -0.1198 -5.5280
H -0.1876 1.2504 -5.6630
C -0.5176 -6.2584 2.0746
O -0.3187 -6.3193 3.2659
N -0.2383 -7.2670 1.3574
N -1.0839 -5.2587 1.4339
H -0.3439 -7.1620 0.3584
H 0.1047 -8.1149 1.7857
H -1.2545 -5.3688 0.4445
H -0.9888 -4.4201 1.9887
C -0.3471 4.9256 1.5199
O -0.3663 5.0799 2.7062
N -1.0181 5.6612 0.6379
N 0.4435 4.1465 0.8486
H -1.5637 6.3936 1.0692
H -1.0061 5.3432 -0.3206
H 0.6248 4.3671 -0.1202
H 0.9003 3.3675 1.3009
C 2.1587 -2.8125 -0.4998
O 3.1970 -3.4250 -0.4914
N 0.9757 -3.2289 -0.2674
N 2.1995 -1.5218 -0.6638
H 0.1906 -2.5991 -0.1834
H 0.7554 -4.2143 -0.2450
H 1.3274 -1.0175 -0.7367
H 3.0070 -0.9352 -0.8184
C -4.3236 2.9250 1.7838
O -5.2450 3.5489 2.3852
N -4.0521 3.0651 0.4832
N -3.6030 1.9484 2.2442
H -3.4412 2.5207 -0.1088
H -4.3771 3.9835 0.2166
H -3.1462 1.4822 1.4734
H -3.7963 1.5840 3.1661
C 2.2082 3.2898 -3.0807
O 1.6672 3.8145 -4.0544
N 3.2026 2.4964 -3.0694
N 2.0218 3.6809 -1.8714
H 3.6167 2.2378 -3.9535
H 3.5200 2.1080 -2.1927
H 2.6219 3.3535 -1.1279
H 1.5194 4.5534 -1.7909
```

Mulliken population analysis, charges in e, atoms 1 to 2: number 1, N, carries 0.06; number 2, S, carries 0.61